(1)
{
  "formula": "C32H38ClN5O3Tl",
  "method": "ωB97M-V/def2-TZVPD",
  "elements": ["Tl", "C", "C", "C", "C", "C", "N", "C", "C", "C", "N", "C", "C", "C", "C", "C", "C", "C", "C", "N", "C", "C", "C", "N", "C", "C", "C", "C", "O", "C", "O", "H", "H", "H", "H", "H", "H", "H", "H", "H", "H", "H", "H", "H", "H", "H", "H", "H", "H", "H", "H", "H", "H", "H", "H", "H", "H", "H", "H", "Cl", "C", "C", "C", "C", "N", "C", "H", "H", "H", "H", "C", "O", "C", "C", "H", "H", "H", "H", "H", "H"],
  "positions_angstrom": [[-0.97475, 0.15367, -0.25474], [2.76256, 1.79388, 4.69123], [1.54653, 1.40706, 3.89677], [1.06432, 0.13669, 3.88100], [-0.18008, -0.18655, 3.25155], [-0.77724, -1.42306, 3.06840], [-0.31473, -2.67186, 3.10796], [1.07356, -3.11148, 3.07251], [1.70905, -3.08780, 1.66770], [1.41214, -4.26303, 0.71552], [0.13402, -4.15709, 0.02553], [-0.17975, -3.36662, -1.00235], [0.57884, -2.64052, -1.90093], [1.98060, -2.73698, -2.17965], [2.60398, -1.86871, -3.01670], [4.03608, -2.03976, -3.44019], [1.87763, -0.72136, -3.47595], [0.55162, -0.55106, -3.23981], [-0.15776, 0.71351, -3.53902], [-0.85420, 1.28542, -2.64766], [-1.58048, 2.50329, -2.94670], [-1.24571, 3.67324, -2.00887], [-1.85151, 3.65124, -0.59805], [-1.21859, 2.72645, 0.32348], [-0.86656, 3.11374, 1.47876], [-0.27860, 2.16121, 2.45004], [0.88898, 2.40145, 3.10182], [-0.98929, 0.90488, 2.69476], [-2.17319, 0.75592, 2.36789], [-0.21774, -1.63541, -2.62026], [-1.45412, -1.64097, -2.62934], [3.24585, 0.92202, 5.12882], [2.47755, 2.46536, 5.50400], [3.48900, 2.32355, 4.07205], [1.59048, -0.62755, 4.44009], [-1.82950, -1.35185, 2.80667], [-1.00204, -3.38423, 2.93026], [1.12461, -4.11754, 3.49109], [1.66105, -2.46006, 3.71216], [2.79121, -3.05914, 1.81322], [1.40935, -2.16666, 1.16301], [1.42721, -5.20904, 1.25859], [2.20799, -4.29586, -0.02209], [-0.65516, -4.54178, 0.51624], [-1.24930, -3.24257, -1.14917], [2.54279, -3.57063, -1.77775], [4.51212, -2.86899, -2.91989], [4.60964, -1.13032, -3.25086], [4.09021, -2.24034, -4.51231], [2.43566, 0.06233, -3.98140], [-0.03241, 1.15322, -4.53699], [-2.64504, 2.27089, -2.84578], [-1.39691, 2.82571, -3.98022], [-1.63385, 4.57252, -2.49058], [-0.16330, 3.78310, -1.94561], [-2.89836, 3.33863, -0.67523], [-1.83263, 4.67362, -0.19779], [-0.94900, 4.16657, 1.77845], [1.37583, 3.36557, 2.98408], [-6.97487, 1.34421, 1.15684], [-5.92284, 0.84324, -0.11612], [-6.43507, 0.39528, -1.32240], [-5.53826, -0.00264, -2.29999], [-4.17946, 0.05760, -2.03449], [-3.69262, 0.49063, -0.86992], [-4.54828, 0.88130, 0.07251], [-7.50356, 0.35547, -1.48465], [-5.89117, -0.36339, -3.25613], [-3.44708, -0.26905, -2.76237], [-4.12459, 1.22093, 1.00792], [3.20419, -0.09920, 1.15214], [3.10999, 1.01080, 0.26103], [1.95440, 1.30992, -0.24348], [2.15227, 2.51916, -1.09413], [3.41922, -0.99826, 0.57524], [2.28051, -0.21202, 1.71610], [4.03401, 0.10939, 1.82382], [3.19936, 2.82342, -1.17134], [1.56537, 3.32015, -0.63763], [1.72984, 2.32711, -2.08069]],
  "forces_ev_per_angstrom": [[-0.08, -0.25, 0.11], [-0.10, 0.06, -0.06], [0.18, -0.30, 0.14], [0.06, 0.16, 0.13], [-0.04, 0.00, -0.14], [-0.02, 0.11, -0.01], [0.03, -0.06, 0.00], [0.22, 0.07, -0.22], [-0.30, -0.10, -0.04], [0.18, 0.22, 0.15], [-0.01, -0.02, 0.10], [-0.03, 0.07, -0.11], [-0.10, 0.08, 0.04], [0.14, 0.08, -0.06], [0.21, -0.23, 0.24], [-0.10, 0.09, -0.04], [-0.33, 0.15, 0.08], [0.11, -0.07, 0.01], [0.03, 0.18, 0.02], [0.09, -0.18, -0.01], [-0.02, 0.25, 0.02], [-0.03, -0.23, 0.10], [-0.06, 0.12, -0.15], [0.05, -0.12, 0.21], [0.12, 0.09, -0.18], [0.11, 0.01, 0.09], [-0.30, -0.01, -0.25], [-0.30, -0.27, 0.05], [-0.01, 0.16, -0.06], [-0.25, -0.23, 0.12], [0.08, 0.10, -0.09], [0.01, 0.00, 0.00], [0.07, 0.00, 0.02], [0.04, -0.01, 0.01], [0.03, 0.06, 0.02], [0.02, -0.05, -0.04], [-0.05, 0.00, 0.01], [-0.03, 0.03, 0.08], [-0.03, -0.11, 0.08], [0.00, 0.04, -0.03], [0.11, 0.05, 0.00], [0.00, -0.04, -0.06], [-0.04, -0.16, 0.04], [-0.04, -0.03, -0.04], [0.00, 0.00, 0.05], [0.05, 0.03, -0.09], [0.00, 0.00, 0.02], [0.05, -0.03, 0.01], [0.05, 0.00, 0.01], [-0.02, -0.01, -0.07], [-0.06, 0.04, 0.02], [0.02, 0.02, -0.07], [-0.02, -0.07, 0.01], [0.04, 0.02, -0.01], [0.01, 0.10, -0.03], [0.00, 0.08, 0.00], [-0.02, -0.05, 0.04], [-0.05, -0.01, -0.06], [0.00, 0.03, 0.02], [-0.02, 0.03, 0.04], [0.07, -0.05, -0.11], [0.04, 0.01, 0.05], [-0.01, 0.00, -0.01], [0.01, -0.05, 0.02], [-0.08, 0.12, -0.08], [-0.03, -0.02, 0.01], [0.00, 0.01, 0.01], [0.02, 0.00, 0.00], [0.04, -0.03, -0.02], [0.05, 0.02, 0.11], [0.02, -0.33, 0.17], [0.07, 0.27, -0.13], [0.08, -0.04, 0.02], [0.20, -0.08, 0.05], [0.01, 0.07, -0.06], [0.02, 0.07, -0.13], [-0.01, 0.01, 0.00], [-0.03, 0.04, -0.04], [-0.05, 0.03, -0.06], [-0.09, 0.06, -0.01]],
  "mulliken_charge": [1.021, -1.910, 0.936, -0.961, 0.754, -0.391, -0.062, -1.061, 1.311, -1.225, -0.047, -0.337, 0.438, -0.736, 0.549, -1.804, 0.063, 0.773, -1.196, 0.423, -1.033, -0.604, -1.033, 0.425, -1.143, 0.833, -0.207, -0.733, -0.666, -0.559, -0.691, 0.376, 0.410, 0.396, 0.434, 0.571, 0.315, 0.541, 0.103, 0.557, -0.823, 0.531, 0.145, 0.309, 0.565, 0.453, 0.369, 0.387, 0.366, 0.444, 0.444, 0.184, 0.527, 0.476, 0.000, 0.222, 0.511, 0.457, 0.461, -0.220, -0.272, -0.156, -1.092, -0.174, 0.263, -0.434, 0.462, 0.434, 0.434, 0.614, -0.284, -0.368, 1.039, -1.391, 0.296, -0.095, 0.305, 0.443, 0.183, 0.152],
  "total_charge": 1,
  "spin_multiplicity": 1
}

---

(2)
{
  "formula": "C6H10Cl3OP",
  "method": "ωB97M-V/def2-TZVPD",
  "elements": ["C", "C", "C", "C", "C", "C", "O", "P", "Cl", "Cl", "Cl", "H", "H", "H", "H", "H", "H", "H", "H", "H", "H"],
  "positions_angstrom": [[0.88601, -1.31124, -0.16132], [1.74441, -0.13345, -0.75535], [0.25904, -0.88109, 1.17354], [0.86879, 0.96839, -1.16867], [-0.78481, 0.19826, 0.86723], [0.02810, 1.47375, 0.06827], [-2.06986, -1.17340, -1.26689], [-2.26236, -0.36341, -0.06761], [1.07235, 2.34084, 1.16595], [-3.24647, 1.33570, -0.44066], [-3.34105, -1.30216, 1.38884], [0.08334, -1.53957, -0.90734], [1.61656, -2.13798, 0.03355], [2.48932, 0.27521, 0.09507], [2.31406, -0.53010, -1.64286], [-0.41335, -1.71216, 1.51236], [1.08316, -0.76476, 1.91732], [1.45222, 1.87893, -1.46068], [0.14900, 0.64432, -1.81427], [-1.24839, 0.40644, 1.79339], [-0.68007, 2.32750, -0.32988]],
  "forces_ev_per_angstrom": [[1.72, 0.57, 0.08], [1.94, -1.34, 1.33], [-1.36, -1.85, -1.26], [0.66, 2.67, 3.36], [5.01, 2.23, -1.95], [-2.51, 0.15, -1.02], [2.22, -3.10, -4.63], [-1.07, 3.37, 2.55], [0.50, 0.18, 1.03], [-0.48, 2.49, -0.96], [-2.22, -3.00, 3.56], [0.66, -0.36, 0.50], [-1.02, 0.28, -0.44], [-1.36, -1.12, -2.01], [-0.23, 0.48, 1.02], [0.94, 0.20, 0.23], [-1.02, 0.69, -0.30], [-0.70, -0.87, -0.39], [-1.70, -0.62, -2.51], [-0.96, 1.06, 0.90], [0.96, -2.13, 0.93]],
  "mulliken_charge": [-0.482, -0.424, -0.619, -0.917, -0.379, -0.009, -0.311, 0.631, -0.151, -0.276, -0.301, 0.268, 0.312, 0.265, 0.315, 0.279, 0.358, 0.333, 0.403, 0.396, 0.307],
  "s_squared": 2.01,
  "spin_multiplicity": 3
}

---

(3)
{
  "formula": "C5H5N",
  "method": "ωB97M-V/def2-TZVPD",
  "elements": ["C", "C", "C", "C", "C", "N", "H", "H", "H", "H", "H"],
  "positions_angstrom": [[-0.88230, 1.38913, 0.27574], [1.49560, -0.68079, 0.04882], [0.21261, 1.28072, -0.47985], [-0.99032, -0.25739, 0.20785], [0.26907, -0.14983, -0.64086], [2.46673, -0.00109, 0.32364], [-1.41904, 2.14550, 0.83306], [1.34351, -1.82399, 0.40817], [-0.74163, -0.95278, 0.95470], [-1.95504, -0.40133, -0.28028], [0.20082, -0.54814, -1.65099]],
  "forces_ev_per_angstrom": [[1.19, -1.63, 0.58], [-1.57, -3.19, 0.53], [-1.66, 2.18, 0.56], [-0.80, 2.82, -1.17], [0.81, -1.35, -1.55], [1.21, 0.30, 0.35], [0.01, -0.10, -0.21], [0.80, 2.12, -0.66], [-0.46, -0.28, 1.93], [0.39, -0.79, -0.23], [0.07, -0.08, -0.13]],
  "mulliken_charge": [-0.259, -0.052, -0.514, -0.757, 0.408, -0.465, 0.377, 0.252, 0.320, 0.273, 0.418],
  "spin_multiplicity": 1
}

---

(4)
{
  "formula": "C38H40N4O2",
  "method": "ωB97M-V/def2-TZVPD",
  "elements": ["C", "C", "C", "C", "N", "C", "C", "C", "N", "C", "C", "C", "C", "C", "C", "C", "C", "C", "C", "C", "C", "C", "C", "C", "C", "C", "N", "O", "C", "C", "C", "C", "C", "C", "C", "C", "C", "C", "C", "C", "C", "C", "N", "O", "H", "H", "H", "H", "H", "H", "H", "H", "H", "H", "H", "H", "H", "H", "H", "H", "H", "H", "H", "H", "H", "H", "H", "H", "H", "H", "H", "H", "H", "H", "H", "H", "H", "H", "H", "H", "H", "H", "H", "H"],
  "positions_angstrom": [[4.84970, 3.50965, -0.28140], [3.96610, 2.63114, -1.10357], [2.66350, 3.19105, -1.59296], [1.78520, 3.71684, -0.44743], [1.84478, 2.87494, 0.73686], [1.15326, 3.45925, 1.87136], [-0.36111, 3.61036, 1.66161], [-0.94385, 2.42890, 0.93627], [-2.25922, 2.41373, 0.79200], [-2.85224, 1.41657, 0.14924], [-4.30568, 1.56696, -0.03720], [-4.91144, 1.28693, -1.25920], [-6.27453, 1.45384, -1.41493], [-7.04833, 1.90363, -0.35766], [-6.44928, 2.20438, 0.85429], [-5.08551, 2.04404, 1.01218], [-2.13114, 0.31374, -0.34131], [-2.77530, -0.85611, -0.95268], [-3.88684, -1.45071, -0.36165], [-4.47792, -2.55812, -0.93869], [-3.96698, -3.09224, -2.11041], [-2.85846, -2.51143, -2.70252], [-2.26640, -1.40243, -2.12763], [-0.74784, 0.35223, -0.20782], [-0.12894, 1.42653, 0.41040], [1.36724, 1.51975, 0.53250], [4.19353, 1.42840, -1.42548], [5.39777, 0.86532, -0.99466], [5.43796, -0.51583, -1.34078], [6.85281, -1.00495, -1.06932], [4.41716, -1.26166, -0.53296], [3.07023, -1.39904, -0.70546], [2.64495, -2.11758, 0.44667], [1.28290, -2.50725, 0.81831], [0.81536, -2.23508, 2.11163], [1.69070, -1.59284, 3.14358], [-0.48067, -2.58782, 2.44635], [-1.32169, -3.22529, 1.54469], [-2.69722, -3.64238, 1.96452], [-0.84146, -3.49419, 0.27444], [0.44655, -3.14239, -0.10537], [0.90852, -3.48736, -1.49165], [3.68016, -2.37555, 1.20951], [4.77588, -1.85376, 0.61549], [5.85504, 3.09836, -0.24107], [4.87628, 4.51749, -0.68945], [4.44569, 3.55409, 0.72912], [2.86305, 4.02007, -2.27637], [2.14141, 2.41493, -2.15347], [2.14401, 4.70376, -0.14121], [0.76049, 3.83483, -0.83621], [1.34064, 2.80434, 2.72720], [1.59839, 4.43413, 2.08899], [-0.58114, 4.51020, 1.08044], [-0.86680, 3.72519, 2.62173], [-4.31138, 0.95118, -2.09226], [-6.73551, 1.23438, -2.36707], [-8.11426, 2.02748, -0.48147], [-7.04782, 2.56703, 1.67747], [-4.60573, 2.28149, 1.94948], [-4.28226, -1.04309, 0.55672], [-5.34258, -3.00790, -0.47216], [-4.43085, -3.95819, -2.55990], [-2.45515, -2.92343, -3.61657], [-1.41402, -0.93860, -2.60372], [-0.15153, -0.47456, -0.56636], [1.85250, 1.09513, -0.34613], [1.69114, 0.92692, 1.39685], [5.17687, -0.61916, -2.40451], [7.08260, -0.88391, -0.01451], [6.93885, -2.05436, -1.33553], [7.55850, -0.42273, -1.65498], [2.48091, -1.02671, -1.51511], [2.26136, -0.76621, 2.72620], [1.09356, -1.22699, 3.97583], [2.40899, -2.31996, 3.51808], [-0.84303, -2.37594, 3.44266], [-2.63422, -4.41314, 2.73279], [-3.25810, -4.03595, 1.12129], [-3.24103, -2.79802, 2.38441], [-1.48033, -3.99416, -0.43969], [0.72797, -2.65672, -2.17438], [1.97063, -3.72000, -1.51044], [0.35469, -4.34545, -1.86580]],
  "forces_ev_per_angstrom": [[0.25, -0.28, 0.02], [0.39, 0.22, 0.22], [-0.19, -0.11, 0.12], [0.03, 0.01, -0.09], [0.12, -0.05, -0.07], [-0.11, 0.15, 0.15], [0.28, 0.00, -0.05], [0.24, -0.17, -0.05], [-0.23, 0.24, 0.10], [0.38, -0.26, -0.09], [-0.41, 0.10, -0.06], [0.04, 0.12, 0.08], [-0.07, 0.00, -0.10], [-0.08, 0.00, -0.01], [-0.10, 0.02, 0.05], [0.11, -0.10, -0.05], [0.22, 0.35, 0.21], [-0.09, -0.29, -0.15], [0.12, -0.07, -0.02], [-0.08, -0.03, 0.03], [-0.03, -0.09, -0.06], [0.02, -0.11, -0.10], [-0.04, 0.10, 0.07], [-0.20, 0.26, 0.11], [-0.20, 0.06, -0.04], [0.13, -0.12, 0.10], [-0.34, -0.89, -0.57], [0.18, 0.89, 0.30], [-0.06, -0.30, -0.03], [-0.29, 0.30, -0.07], [-0.88, 0.07, -0.46], [0.79, -0.09, 0.25], [0.70, 0.22, -0.33], [-0.31, -0.17, 0.21], [-0.05, 0.05, -0.04], [-0.01, 0.00, 0.14], [-0.01, -0.03, -0.11], [0.07, 0.01, -0.02], [0.02, -0.05, 0.02], [0.00, 0.04, 0.11], [0.09, -0.03, 0.07], [-0.01, -0.02, 0.02], [-0.73, -0.59, 0.66], [0.49, 0.39, -0.48], [0.04, 0.08, 0.04], [0.00, 0.09, -0.04], [-0.02, 0.05, 0.07], [-0.03, -0.01, -0.05], [0.04, 0.02, -0.04], [-0.08, 0.02, -0.02], [0.08, 0.11, 0.02], [0.01, 0.06, 0.03], [-0.01, -0.06, 0.07], [-0.04, 0.00, 0.03], [-0.03, 0.03, -0.02], [0.03, -0.05, -0.05], [-0.03, -0.01, -0.07], [-0.08, 0.01, -0.01], [-0.04, 0.02, 0.06], [0.04, 0.04, 0.08], [-0.05, 0.03, 0.07], [-0.06, -0.04, 0.05], [-0.04, -0.06, -0.04], [0.03, -0.02, -0.07], [0.09, 0.05, -0.04], [0.07, -0.15, -0.06], [-0.01, -0.07, 0.06], [0.05, -0.03, -0.12], [0.04, 0.03, 0.25], [0.08, -0.04, 0.07], [0.02, -0.09, 0.00], [0.06, 0.02, -0.06], [-0.10, 0.11, -0.21], [0.08, 0.04, 0.05], [-0.05, 0.02, 0.05], [0.08, 0.08, 0.08], [-0.03, 0.05, 0.14], [-0.06, -0.05, 0.05], [-0.07, -0.02, 0.00], [-0.11, 0.04, 0.03], [-0.09, -0.06, -0.10], [0.04, 0.06, -0.14], [0.03, -0.02, -0.09], [-0.03, -0.03, -0.05]],
  "mulliken_charge": [-1.432, 0.877, -1.176, -0.634, 0.307, -1.119, -0.752, 0.170, -0.668, 0.806, -0.047, -0.025, -0.818, -0.410, -0.691, -0.369, -0.130, 0.670, 0.009, -1.060, -0.497, -0.865, -0.412, -0.863, 0.987, -0.382, -0.385, -0.187, 0.389, -1.583, -0.686, 0.226, 0.178, 1.663, 0.889, -1.998, -1.155, 0.873, -1.824, -0.775, 1.349, -1.976, -0.928, -0.217, 0.422, 0.347, 0.243, 0.517, 0.333, 0.532, 0.385, 0.404, 0.425, 0.261, 0.486, 0.473, 0.421, 0.398, 0.385, 0.437, 0.606, 0.475, 0.417, 0.441, 0.603, 0.240, -0.381, -0.194, 0.339, 0.368, 0.383, 0.392, 0.450, 0.306, 0.371, 0.392, 0.399, 0.493, 0.325, 0.336, 0.289, 0.229, 0.434, 0.490],
  "spin_multiplicity": 1
}

---

Total energy list, top to bottom, in eV: -64601.1635; -55283.1317; -6749.3241; -50109.5691
Largest force on an atom list, top to bottom, in eV/A: 0.403; 6.001; 3.590; 1.146